Below is 2 unconnected molecules or ions with the total composition C3H11N3S2, with properties calculated with the ωB97M-V functional and the def2-TZVPD basis.

Geometry as XYZ:
```
19
Properties=species:S:1:pos:R:3:forces:R:3
C 0.26478 1.55519 3.09943 -0.03 0.32 -0.31
C -0.34459 1.89171 1.73981 0.34 -0.12 -0.21
S 0.92271 1.56315 0.45084 -0.47 0.28 -0.04
S -0.12784 2.10623 -1.25351 0.39 -0.01 0.39
H 1.28460 1.93891 3.16366 0.05 -0.09 -0.02
H 0.27851 0.47606 3.23389 0.06 0.00 0.22
H -0.28700 2.04368 3.90130 -0.16 -0.22 0.04
H -0.64206 2.93297 1.64246 0.04 0.04 0.11
H -1.20469 1.26600 1.50927 -0.07 0.03 0.10
H -0.59940 0.88059 -1.49831 -0.18 -0.19 -0.24
N -1.06304 -1.41540 -1.72243 0.33 0.55 0.11
C 0.21608 -1.90381 -2.01516 -0.09 -0.90 -0.56
N 1.17991 -1.47973 -1.15259 0.05 0.03 0.34
N 0.52198 -2.66929 -2.99468 0.34 0.59 0.19
H -1.78812 -1.75966 -2.31611 -0.21 -0.25 -0.28
H -1.30784 -1.50746 -0.75520 -0.15 0.05 0.36
H 0.92388 -1.09722 -0.26193 -0.06 0.23 0.08
H 2.03679 -1.99627 -1.16898 0.18 -0.12 -0.15
H -0.26468 -2.82567 -3.60176 -0.35 -0.22 -0.12
```
Forces are in eV/Å.

Values from the calculation:
ΔE to the lowest compared entry with this formula, charge and spin = 11.30 kJ/mol
net charge = 0
gap between HOMO and LUMO = 9.5 eV
LUMO level = 0.0185 Eh